(1)
DFT (ωB97M-V/def2-TZVPD) results for the molecule C7H10.

```
17
Properties=species:S:1:pos:R:3:forces:R:3
C 0.58303 -1.54908 -1.03897 0.02 -0.04 0.05
C 1.50653 -0.60969 -0.33639 -0.25 0.11 -0.17
C 0.90575 0.70071 -0.02425 0.14 0.03 -0.08
C -0.38672 1.21387 -0.70502 0.00 -0.05 -0.03
C -1.49926 0.67423 0.15629 0.01 -0.05 0.13
C -1.04897 0.10979 1.27355 -0.07 0.03 -0.11
C 0.45042 0.08151 1.35590 -0.01 0.00 0.13
H 0.91233 -1.39509 -2.08081 -0.02 -0.05 0.03
H 0.79061 -2.59851 -0.80779 0.04 0.17 -0.08
H -0.50254 -1.36739 -1.00622 0.20 0.04 0.00
H 0.83746 -0.95578 1.44820 -0.09 0.06 0.10
H 1.64938 1.48980 0.11882 -0.14 -0.18 0.02
H -0.46390 0.88258 -1.74926 -0.01 0.02 0.16
H -0.41376 2.31154 -0.72595 0.04 -0.18 0.00
H -2.54732 0.74351 -0.12620 0.15 0.03 0.09
H -1.67020 -0.33889 2.04388 0.07 0.08 -0.12
H 0.89718 0.60687 2.20422 -0.09 -0.01 -0.13
```
Positions in Å, forces in eV/Å.

Its total energy is -272.5751 Eh. As for the LUMO energy: 1.1 eV. The energy above the lowest of the compared OMol25 structures with the same formula, charge and spin is 3.8882 eV.

Charge distribution, natural (NBO) scheme, values in e: atom 1 (C): -0.77, atom 2 (C): 0.11, atom 3 (C): -0.35, atom 4 (C): -0.46, atom 5 (C): -0.18, atom 6 (C): -0.20, atom 7 (C): -0.41, atom 8 (H): 0.26, atom 9 (H): 0.23, atom 10 (H): 0.20, atom 11 (H): 0.25, atom 12 (H): 0.22, atom 13 (H): 0.21, atom 14 (H): 0.22, atom 15 (H): 0.21, atom 16 (H): 0.22, atom 17 (H): 0.24

(2)
DFT (ωB97M-V/def2-TZVPD) results for a cluster of 2 separate species, C4H12N2O3S in total in a non-equilibrium geometry.

```
22
Properties=species:S:1:pos:R:3:forces:R:3
C 1.34875 -0.03431 0.79046 0.03 -0.02 0.18
C -0.88140 1.75553 0.58995 0.30 -0.03 0.20
C -1.84203 0.39348 -1.19097 -0.26 -0.07 -0.24
C 0.06722 -0.38779 0.10869 -1.75 -1.11 1.70
N 1.12976 -2.93383 -0.13616 -0.62 0.47 -0.45
N -0.70979 0.62480 -0.31853 0.16 -0.06 -0.13
O 0.92556 -1.45547 -2.12748 0.23 0.17 0.19
O -1.09054 -2.46412 -1.14081 -0.13 0.00 0.39
O -0.92364 -1.29287 1.52682 1.98 1.12 -1.48
S 0.19065 -1.85497 -0.96362 0.62 -0.68 -0.26
H 1.16423 0.55368 1.68748 -0.05 -0.03 -0.05
H 1.96093 0.54159 0.09303 0.00 0.01 0.03
H 1.88516 -0.93000 1.08175 -0.01 0.08 0.10
H 0.01481 2.37635 0.60978 -0.06 0.04 0.02
H -1.71999 2.35702 0.25106 0.04 0.00 -0.07
H -1.09581 1.38736 1.59798 -0.04 0.05 -0.06
H -1.66437 -0.47441 -1.81845 -0.17 0.24 -0.06
H -2.75895 0.22492 -0.61466 0.06 -0.03 -0.02
H -1.97199 1.27240 -1.82399 -0.04 -0.05 0.03
H 0.76342 -3.12872 0.78237 -0.16 -0.05 0.27
H 2.11192 -2.72158 -0.15066 0.20 0.09 -0.09
H -1.55179 -1.79774 1.00852 -0.34 -0.15 -0.20
```
Positions in Å, forces in eV/Å.

Its total energy is -892.9572 Eh. As for the LUMO energy: 0.6 eV. The energy above the lowest of the compared OMol25 structures with the same formula, charge and spin is 0.8605 eV.

Charge distribution, natural (NBO) scheme, values in e: atom 1 (C): -0.68, atom 2 (C): -0.42, atom 3 (C): -0.41, atom 4 (C): 0.25, atom 5 (N): -1.05, atom 6 (N): -0.43, atom 7 (O): -0.94, atom 8 (O): -0.93, atom 9 (O): -0.95, atom 10 (S): 2.29, atom 11 (H): 0.25, atom 12 (H): 0.24, atom 13 (H): 0.23, atom 14 (H): 0.20, atom 15 (H): 0.22, atom 16 (H): 0.22, atom 17 (H): 0.24, atom 18 (H): 0.20, atom 19 (H): 0.20, atom 20 (H): 0.42, atom 21 (H): 0.40, atom 22 (H): 0.45

(3)
DFT (ωB97M-V/def2-TZVPD) results for the molecule C6H7NO3 in a non-equilibrium geometry.

```
17
Properties=species:S:1:pos:R:3:forces:R:3
C 1.80218 0.04766 -0.68382 -1.07 1.65 0.26
C 1.22325 1.44146 -0.52134 -0.13 0.29 -0.74
C -2.18289 -2.34685 -0.14743 0.70 0.99 -3.11
C 0.54716 0.05357 -0.33024 0.67 2.85 -0.42
C -0.97340 -1.79710 0.52309 0.62 -0.04 0.94
C -0.82325 -0.34224 0.02402 -0.44 -2.06 -2.15
N 2.17249 3.62878 0.54124 0.05 0.30 0.24
O 2.26789 4.26135 1.53040 -0.88 -2.68 -1.86
O -3.22623 -2.63768 0.34598 0.05 -0.37 0.12
O 1.46581 2.27449 0.67840 0.27 0.27 1.03
H 2.65572 -0.46687 -1.03307 0.63 -0.56 -0.03
H 0.98447 2.17386 -1.37917 0.35 -1.59 1.14
H -2.02310 -2.15544 -1.32919 -0.83 -0.97 1.60
H 0.00582 -2.28638 0.33766 -0.95 -0.33 0.01
H -1.25457 -1.85862 1.56859 0.61 0.21 0.46
H -1.10737 0.31208 0.78019 -1.04 1.31 1.05
H -1.53398 -0.30208 -0.90532 1.39 0.74 1.47
```
Positions in Å, forces in eV/Å.

Its total energy is -513.0632 Eh. As for the LUMO energy: 0.0 eV. The energy above the lowest of the compared OMol25 structures with the same formula, charge and spin is 6.7995 eV.

Charge distribution, natural (NBO) scheme, values in e: atom 1 (C): -0.19, atom 2 (C): 0.02, atom 3 (C): 0.47, atom 4 (C): 0.06, atom 5 (C): -0.52, atom 6 (C): -0.44, atom 7 (N): 0.40, atom 8 (O): -0.23, atom 9 (O): -0.50, atom 10 (O): -0.49, atom 11 (H): 0.23, atom 12 (H): 0.18, atom 13 (H): 0.06, atom 14 (H): 0.24, atom 15 (H): 0.23, atom 16 (H): 0.25, atom 17 (H): 0.24

(4)
DFT (ωB97M-V/def2-TZVPD) results for a cluster of 2 separate species, C4H8N2OS in total in a non-equilibrium geometry.

```
16
Properties=species:S:1:pos:R:3:forces:R:3
C -1.06001 -2.22851 1.00723 0.05 0.49 -0.80
C 0.72154 1.43243 -0.42224 -0.24 0.42 1.59
C -0.23739 -2.97160 0.07863 -1.66 -1.27 0.35
C 0.08702 2.75921 -0.10138 1.50 0.61 -1.58
N -1.82467 -1.63811 1.61254 -0.55 0.55 0.88
N 1.57234 0.96300 0.47004 -1.68 -1.33 -3.81
O 2.45574 -0.85502 -1.05508 -0.61 -0.19 -0.79
S 2.50346 -0.38355 0.34700 1.52 -0.96 0.91
H 0.45939 0.98119 -1.39304 0.86 -0.38 0.94
H 0.16896 -2.35633 -0.69538 0.27 0.45 -0.42
H -1.02472 -3.69883 -0.35778 1.92 0.57 0.53
H 0.55966 -3.37463 0.70040 0.08 -0.71 -0.57
H 0.11309 3.10062 -1.20082 -0.88 0.75 1.87
H 0.88760 3.35993 0.46290 -1.59 -0.51 -0.64
H -0.92177 2.76147 0.39314 1.00 -0.01 -0.67
H 1.72055 1.39677 1.31780 0.00 1.52 2.20
```
Positions in Å, forces in eV/Å.

Its total energy is -740.0413 Eh. As for the LUMO energy (spin up / spin down): 0.2 / 0.1 eV. The energy above the lowest of the compared OMol25 structures with the same formula, charge and spin is 3.2855 eV.

Charge distribution, natural (NBO) scheme, values in e: atom 1 (C): 0.29, atom 2 (C): 0.03, atom 3 (C): -0.73, atom 4 (C): -0.67, atom 5 (N): -0.36, atom 6 (N): -0.64, atom 7 (O): -0.98, atom 8 (S): 0.92, atom 9 (H): 0.23, atom 10 (H): 0.27, atom 11 (H): 0.26, atom 12 (H): 0.26, atom 13 (H): 0.24, atom 14 (H): 0.22, atom 15 (H): 0.25, atom 16 (H): 0.41